(1)
Molecular formula: C4H8Si
Method: DFT, wB97M-V/def2-TZVPD

Geometry as XYZ:
```
13
Properties=species:S:1:pos:R:3:nbo_charge:R:1
C -1.5608 -1.1466 -0.1921 -0.255
C -0.8443 -0.3053 -0.9866 -0.016
C -1.3606 1.0131 -0.4493 -0.485
C -1.5159 0.0512 0.6586 -0.106
H -1.6546 -2.1479 0.1216 0.231
H -2.2961 1.3510 -0.9654 0.244
H -0.6500 1.7733 -0.3663 0.215
H -0.9356 0.1251 1.5240 0.195
Si 2.1313 -0.0398 0.0269 0.589
H 1.0290 -0.0502 1.0622 -0.174
H 3.1397 -0.5594 0.9899 -0.170
H 2.5038 1.2086 -0.5473 -0.147
H 2.0142 -1.2731 -0.8763 -0.123
```

Calculated values
Net charge: 0
Highest occupied orbital energy, eV: -8.584
Energy relative to the best compared isomer or geometry (same formula, charge and spin), kcal/mol: 110.7
Lowest unoccupied orbital energy, eV: 0.665

(2)
Molecular formula: C2H3FO
Method: DFT, wB97M-V/def2-TZVPD

Geometry as XYZ:
```
7
Properties=species:S:1:pos:R:3:nbo_charge:R:1
C -0.6533 0.2265 0.3838 -0.157
C 0.4825 -0.2119 -0.4117 0.532
O 0.1235 1.0877 -0.4018 -0.471
F 0.4235 -1.0006 -1.4381 -0.315
H -1.5977 -0.0344 0.1611 0.177
H -0.6171 0.4355 1.3749 0.177
H 1.8385 -0.5027 0.3318 0.055
```

Calculated values
Net charge: 0
Highest occupied orbital energy, eV: -10.685
Energy relative to the best compared isomer or geometry (same formula, charge and spin), kcal/mol: 94.4
Lowest unoccupied orbital energy, eV: 1.107

(3)
Molecular formula: C2H7N4S
Method: DFT, wB97M-V/def2-TZVPD

Geometry as XYZ:
```
14
Properties=species:S:1:pos:R:3:nbo_charge:R:1
C 1.4082 -0.7430 -0.0458 0.256
C 1.5333 1.3531 1.0237 -0.126
N 2.6237 -0.6050 0.1514 -0.534
N 0.6383 0.5914 0.5016 -0.122
N -0.6102 0.9668 0.2250 -0.662
N -1.9336 -0.9803 -1.0130 -1.052
S 3.0893 0.6053 1.1195 0.737
H 0.7162 -1.4357 -0.4524 0.236
H 1.4051 2.3315 1.3533 0.258
H -1.3315 0.0542 -0.0540 0.420
H -1.1848 1.4454 0.9162 0.390
H -2.0578 -1.8518 -0.5439 0.394
H -1.5055 -1.2129 -1.9277 0.400
H -2.7908 -0.5190 -1.2539 0.406
```

Calculated values
Net charge: +1
Highest occupied orbital energy, eV: -13.503
Energy relative to the best compared isomer or geometry (same formula, charge and spin), kcal/mol: 40.2
Lowest unoccupied orbital energy, eV: -3.838

Number 1: DFT total energy -446.47994 Ha. Number 2: DFT total energy -252.97674 Ha. Number 3: DFT total energy -697.28192 Ha.